Entry from OMol25: a single C6H13N3 molecule (wB97M-V/def2-TZVPD).

```
22
Properties=species:S:1:pos:R:3:nbo_charge:R:1
C 1.14 0.15 1.57 -0.64
C -1.92 -1.00 1.12 -0.68
C -0.94 -1.27 -1.20 -0.66
C 0.05 1.29 -0.46 0.34
C 0.99 0.34 0.08 0.09
C -1.14 -0.37 0.00 0.28
N 0.41 2.27 -1.35 -0.82
N 2.20 0.17 -0.61 -0.83
N -1.20 1.00 -0.14 -0.54
H 1.28 2.75 -1.18 0.39
H -0.35 2.87 -1.65 0.40
H 2.12 0.03 -1.61 0.38
H 2.87 -0.46 -0.19 0.38
H 2.01 0.72 1.94 0.20
H 0.26 0.49 2.10 0.24
H 1.31 -0.90 1.83 0.20
H -2.80 -1.54 0.75 0.22
H -1.30 -1.74 1.65 0.22
H -0.39 -0.78 -2.00 0.21
H -1.93 -1.57 -1.60 0.20
H -0.42 -2.20 -0.93 0.21
H -2.24 -0.25 1.84 0.23
```

Values from the calculation:
SMILES   CC(C)=N/C(N)=C(\C)N
Energy above the lowest of the compared OMol25 structures with the same formula, charge and spin   1.929 eV
Highest occupied orbital energy   -6.74 eV
Gap between HOMO and LUMO   7.692 eV